Entry from the OMol25 dataset: an isolated molecule of C5H6O (ωB97M-V/def2-TZVPD).

Calculated values
**Frontier orbital gap**: 10.567 eV
**SMILES string**: C#CCC(C)=O
**HOMO**: -9.68 eV
**Molar mass**: 82.10 g/mol
**Relative energy (zero: lowest compared OMol25 entry of this formula, charge and spin)**: 38.5 kcal/mol

```
! wB97M-V def2-TZVPD RIJCOSX def2/J DEFGRID3
* xyz 0 1
C -1.2196 0.8506 0.3260
C -0.9583 -0.4995 -0.3559
O -1.8722 -1.2727 -0.5235
C 0.4738 -0.9194 -0.8096
C 1.4585 -0.2761 0.0488
C 2.1030 0.3368 0.8576
H -2.3038 0.9761 0.3911
H -0.7910 1.7124 -0.1977
H -0.8218 0.8852 1.3481
H 0.6596 -0.6646 -1.8653
H 0.5722 -2.0137 -0.7669
H 2.6996 0.8849 1.5474
*
```